Entry from the OMol25 dataset: a structure of composition C25H24Cl36N5 at a distorted geometry (ωB97M-V with the def2-TZVPD basis set).

XYZ file:
```
90
Properties=species:S:1:pos:R:3
C -5.089 -1.088 -4.080
C -4.410 -1.108 -5.491
C -2.886 -1.364 -5.543
C -2.009 -1.614 -4.251
N -0.540 -1.808 -4.522
C 0.176 -0.688 -4.770
N -0.512 0.585 -4.693
C 0.467 1.586 -5.050
N 1.675 0.842 -5.292
C 2.871 1.606 -5.704
C 3.115 3.099 -5.284
C 4.420 3.774 -5.821
C 5.328 2.905 -6.730
N 5.119 1.557 -7.150
C 3.938 0.959 -6.624
N 1.572 -0.512 -5.120
C -2.673 -1.626 -2.847
C -4.240 -1.362 -2.821
H -6.212 -0.872 -4.050
H -4.941 -0.904 -6.476
H -2.371 -1.366 -6.558
H -0.097 -2.732 -4.581
H 0.236 2.696 -5.103
H 2.362 3.667 -4.621
H 4.719 4.849 -5.574
H 6.273 3.425 -7.140
H 3.729 -0.129 -6.950
H 2.280 -1.247 -5.230
H -2.059 -1.799 -1.892
H -4.733 -1.351 -1.790
C -2.484 2.295 -1.848
Cl -0.801 2.358 -1.297
Cl -2.752 3.451 -3.163
Cl -2.911 0.650 -2.366
H -3.127 2.571 -1.014
C -5.651 -4.834 -4.958
Cl -4.663 -3.358 -4.989
Cl -4.934 -6.044 -3.880
Cl -7.306 -4.457 -4.458
H -5.682 -5.249 -5.965
C 0.076 -2.162 1.055
Cl 1.670 -2.581 0.412
Cl 0.156 -0.690 2.033
Cl -1.093 -1.964 -0.260
H -0.259 -2.976 1.697
C -10.691 -2.703 -5.708
Cl -10.297 -3.507 -4.182
Cl -12.403 -2.261 -5.754
Cl -9.673 -1.273 -5.938
H -10.495 -3.398 -6.522
C 2.018 -0.861 5.567
Cl 3.202 0.342 6.099
Cl 2.718 -2.486 5.619
Cl 0.554 -0.783 6.559
H 1.746 -0.638 4.537
C 2.742 2.539 2.404
Cl 4.129 1.629 3.017
Cl 2.648 2.424 0.642
Cl 1.245 1.956 3.135
H 2.870 3.585 2.673
C 0.639 1.604 10.138
Cl 1.766 2.182 11.377
Cl 1.520 1.015 8.721
Cl -0.406 0.335 10.793
H 0.012 2.439 9.830
C -2.972 3.286 10.708
Cl -1.504 3.783 11.561
Cl -2.732 3.370 8.956
Cl -3.451 1.653 11.192
H -3.774 3.971 10.978
C -1.986 -5.313 2.888
Cl -3.120 -4.138 2.207
Cl -1.540 -6.521 1.675
Cl -0.545 -4.495 3.511
H -2.475 -5.823 3.716
C 0.175 2.855 15.201
Cl 1.061 1.426 15.750
Cl -1.570 2.600 15.347
Cl 0.674 4.286 16.115
H 0.410 3.021 14.151
C 5.604 0.533 -2.356
Cl 7.079 -0.060 -3.132
Cl 5.934 2.022 -1.463
Cl 4.333 0.796 -3.565
H 5.260 -0.223 -1.652
C 10.901 0.695 -2.790
Cl 11.476 1.265 -1.217
Cl 10.849 2.028 -3.954
Cl 11.929 -0.614 -3.390
H 9.891 0.307 -2.666
```

Results
Max |F|: 7.31 eV/Å
Lowest unoccupied orbital energy: -0.13683 Eh
Charge: +1
Frontier orbital gap: 6.93 eV